{"formula": "C2H7N2OS", "method": "wB97M-V/def2-TZVPD", "multiplicity": 1, "total_charge": 1, "e_lumo_ev": [-3.9, -6.7], "relative_energy_kcal_mol": 91.2, "e_tot_ev": -18039.63263, "species": ["S", "O", "N", "N", "C", "C", "H", "H", "H", "H", "H", "H", "H"], "positions_angstrom": [[3.36, -0.45, 0.17], [-0.01, 1.82, 0.05], [-2.01, -1.27, 0.30], [2.09, 0.45, -0.17], [-1.26, -0.33, -0.37], [-0.86, 0.82, 0.29], [-2.48, -0.89, 1.07], [-1.46, 0.99, 1.24], [-2.37, -2.17, 0.04], [-0.86, -0.53, -1.32], [3.24, -1.52, -0.98], [0.52, 1.85, -0.83], [2.09, 1.21, 0.51]]}


{"formula": "C4H4ClF", "method": "wB97M-V/def2-TZVPD", "multiplicity": 1, "smiles": "C=C/C=C(/F)Cl", "total_charge": 0, "e_lumo_ev": 0.9, "relative_energy_kcal_mol": 2.2, "e_tot_ev": -19451.36258, "species": ["Cl", "F", "C", "C", "C", "C", "H", "H", "H", "H"], "positions_angstrom": [[2.49, -1.20, -0.03], [2.59, 1.34, -0.06], [1.75, 0.36, 0.01], [-1.83, -0.26, -0.11], [0.43, 0.58, 0.12], [-0.55, -0.51, 0.09], [-2.27, 0.75, -0.27], [-2.50, -1.10, -0.09], [-0.12, -1.51, 0.24], [0.02, 1.56, 0.11]]}


{"formula": "C42H83BF3NO13S", "method": "wB97M-V/def2-TZVPD", "multiplicity": 1, "smiles": "CCCCCCC[C@@]1(B(N)O)OS(=O)(=O)O[C@]1(CCO)CCC(F)(F)F.C1CCOC1.C1CCOC1.C1CCOC1.C1CCOC1.C1CCOC1.C1CCOC1.C1CCOC1", "total_charge": 0, "e_lumo_ev": 0.3, "e_tot_ev": -92670.23823, "species": ["S", "F", "F", "F", "O", "O", "O", "O", "O", "O", "O", "O", "O", "O", "O", "O", "O", "N", "C", "C", "C", "C", "C", "C", "C", "C", "C", "C", "C", "C", "C", "C", "C", "C", "C", "C", "C", "C", "C", "C", "C", "C", "C", "C", "C", "C", "C", "C", "C", "C", "C", "C", "C", "C", "C", "C", "C", "C", "C", "C", "B", "H", "H", "H", "H", "H", "H", "H", "H", "H", "H", "H", "H", "H", "H", "H", "H", "H", "H", "H", "H", "H", "H", "H", "H", "H", "H", "H", "H", "H", "H", "H", "H", "H", "H", "H", "H", "H", "H", "H", "H", "H", "H", "H", "H", "H", "H", "H", "H", "H", "H", "H", "H", "H", "H", "H", "H", "H", "H", "H", "H", "H", "H", "H", "H", "H", "H", "H", "H", "H", "H", "H", "H", "H", "H", "H", "H", "H", "H", "H", "H", "H", "H", "H"], "positions_angstrom": [[3.49, 0.14, -1.21], [1.71, -4.51, 2.14], [3.47, -5.68, 2.01], [3.60, -3.70, 2.78], [4.85, -0.18, -1.35], [-3.47, -2.78, 3.99], [2.74, -1.01, -2.04], [-0.67, 10.24, -4.84], [-5.33, -0.27, -5.03], [3.04, 1.42, -1.56], [-0.22, -0.33, 2.80], [8.08, -2.90, -0.32], [2.47, 5.15, -3.78], [0.21, -3.71, -1.45], [0.30, 1.64, 5.01], [2.87, -0.23, 0.20], [-5.27, -4.80, 9.86], [1.78, -3.25, -3.24], [-4.76, 0.05, -6.30], [3.05, 3.86, -3.57], [0.50, -0.47, -1.49], [-2.06, -2.66, 3.78], [-0.95, 3.53, 5.68], [2.25, -1.58, 0.12], [-6.72, 0.06, -5.02], [-1.43, -3.87, 4.47], [9.38, -3.06, -0.89], [-0.66, 2.07, 5.98], [-0.76, 3.59, 4.17], [9.58, -1.88, -1.84], [3.48, 6.07, -4.19], [3.48, -2.49, 0.25], [0.70, -0.25, 1.68], [-2.52, -4.92, 4.33], [4.46, 3.92, -4.15], [-0.75, 8.86, -4.46], [-5.63, -1.66, -0.73], [-6.97, 0.90, -6.26], [4.82, 5.39, -3.94], [2.99, -4.43, 1.86], [8.75, -0.79, -1.17], [-4.79, -4.67, 8.52], [-1.74, -1.20, -2.45], [-5.93, 0.34, -7.23], [-4.15, -1.87, -2.78], [3.25, -3.98, 0.46], [-3.78, -4.08, 4.50], [-4.59, -3.87, 10.71], [-5.29, -2.51, -1.95], [0.41, 2.63, 3.97], [1.32, -1.60, 1.36], [-0.93, -0.93, -1.17], [1.60, -1.51, -1.24], [-2.79, -2.32, -2.26], [0.62, 8.26, -4.73], [-3.42, -3.32, 9.90], [-3.97, -3.38, 8.48], [0.69, 10.60, -5.05], [7.57, -1.60, -0.62], [1.53, 9.45, -4.50], [1.17, -2.89, -1.96], [-4.63, -2.53, 8.30], [-4.28, -0.80, -2.71], [-1.88, -2.67, 2.70], [0.09, 0.14, 0.89], [8.43, 0.00, -1.84], [3.08, 3.67, -2.49], [-0.25, 1.92, 6.98], [-2.20, -0.27, -2.76], [-6.95, 0.59, -4.10], [5.14, 5.55, -2.91], [-2.46, -3.16, -2.85], [-1.95, 3.84, 6.01], [-4.29, -2.13, -3.82], [3.37, 7.00, -3.63], [5.60, 5.75, -4.61], [4.43, 3.69, -5.22], [-4.13, 0.94, -6.18], [0.90, 11.55, -4.56], [-1.56, 1.45, 5.86], [0.69, 7.93, -5.78], [0.57, -0.16, -2.52], [-5.64, -4.65, 7.83], [-2.56, -3.98, 10.00], [-1.03, -1.48, -3.23], [-3.20, -3.39, 7.71], [2.46, -4.40, -0.15], [-2.85, -2.59, -1.22], [-5.30, -0.64, -0.86], [1.37, 3.14, 4.09], [9.16, -2.12, -2.82], [-4.28, -4.38, 11.62], [-0.49, -4.15, 4.03], [2.50, 9.37, -4.99], [2.43, 3.09, -4.03], [7.14, -1.16, 0.27], [-0.99, -1.75, -0.48], [-1.72, -1.71, 4.18], [2.40, -4.04, -3.10], [-0.55, 4.59, 3.79], [-7.29, -0.87, -5.05], [0.38, 2.15, 3.00], [-1.55, 8.38, -5.03], [-5.67, 1.02, -8.04], [0.85, 10.72, -6.13], [0.33, -0.22, 3.59], [-4.17, -5.54, 8.29], [-4.93, -3.48, -1.63], [6.79, -1.70, -1.37], [-1.42, -0.09, -0.69], [-4.14, -0.78, -6.64], [1.70, 9.59, -3.43], [-1.01, 8.80, -3.40], [4.08, -2.11, 1.06], [4.09, -2.41, -0.63], [1.06, -3.51, -3.90], [10.63, -1.61, -1.97], [0.73, 0.41, -0.90], [-2.45, -5.73, 5.06], [5.14, 3.22, -3.68], [0.53, -2.32, 1.19], [0.84, 7.40, -4.10], [-0.22, 4.17, 6.18], [-1.25, -3.65, 5.52], [9.45, -4.02, -1.39], [-6.70, -1.61, -0.60], [9.31, -0.35, -0.35], [-4.63, -4.49, 3.96], [4.15, -4.48, 0.16], [-5.30, -3.08, 10.98], [-1.65, 3.21, 3.66], [1.91, -1.88, 2.22], [-6.30, -0.59, -7.67], [-6.15, -2.65, -2.59], [0.25, -3.78, -0.48], [-2.49, -5.36, 3.33], [-3.12, -2.32, 10.22], [3.33, 6.29, -5.25], [1.45, 0.48, 1.96], [-5.15, -2.03, 0.16], [-6.75, 1.96, -6.06], [-7.99, 0.83, -6.62], [-4.05, -3.98, 5.55], [10.12, -3.04, -0.08]]}


{"formula": "C29H26CoN7OS2Te", "method": "wB97M-V/def2-TZVPD", "multiplicity": 4, "total_charge": -1, "e_lumo_ev": [2.2, 1.7], "e_tot_ev": -109561.37416, "species": ["Te", "Co", "S", "S", "O", "N", "N", "N", "N", "N", "N", "N", "C", "C", "C", "C", "C", "C", "C", "C", "C", "C", "C", "C", "C", "C", "C", "C", "C", "C", "C", "C", "C", "C", "C", "C", "C", "C", "C", "C", "C", "H", "H", "H", "H", "H", "H", "H", "H", "H", "H", "H", "H", "H", "H", "H", "H", "H", "H", "H", "H", "H", "H", "H", "H", "H", "H"], "positions_angstrom": [[-2.44, 0.77, -0.72], [-0.04, 0.41, 0.22], [1.69, -3.25, -2.44], [-0.16, 0.86, -3.13], [-0.04, 0.37, -5.18], [-0.56, -0.14, 2.04], [-0.28, 4.25, 2.13], [0.01, 2.34, 1.19], [-0.01, -1.63, -1.46], [-0.65, 3.36, 3.09], [-1.07, -0.63, 4.81], [-0.49, 1.01, -1.50], [-0.27, -1.73, -2.81], [-0.64, -1.39, 2.56], [-2.93, 0.97, -5.07], [0.38, -2.78, -4.94], [-1.11, -0.71, -3.49], [0.09, 3.64, 1.01], [-2.65, 4.89, -2.24], [-0.68, 0.88, 2.98], [-0.37, -1.91, -5.63], [-4.87, 4.28, -1.57], [1.05, -2.28, -1.13], [-0.94, 0.59, 4.31], [-4.41, 3.04, -1.16], [-2.18, 3.65, -1.82], [2.49, -0.26, 1.61], [-0.88, -1.63, 3.88], [-0.97, -0.64, -5.03], [-3.06, 2.72, -1.28], [1.62, -0.63, 0.59], [3.60, -2.40, 1.64], [3.47, -1.11, 2.13], [-3.32, -1.45, -5.52], [-0.46, 2.21, 2.48], [1.81, -1.94, 0.09], [0.49, -2.60, -3.50], [2.77, -2.81, 0.61], [-4.00, 5.21, -2.11], [-2.34, -0.30, -5.70], [-2.11, -0.02, -7.19], [-3.23, 0.83, -4.03], [4.34, -3.08, 2.05], [2.86, -3.81, 0.20], [-2.90, -2.39, -5.89], [-4.24, -1.25, -6.08], [2.40, 0.74, 2.04], [0.42, 4.15, 0.12], [-0.50, -2.21, 1.87], [-0.33, 5.24, 2.32], [0.91, -3.58, -5.43], [-3.59, -1.59, -4.47], [-1.26, 0.65, -7.31], [-1.92, -0.94, -7.76], [-4.37, 6.17, -2.45], [-1.14, 3.39, -1.95], [-1.04, 1.43, 5.00], [-5.10, 2.32, -0.74], [-3.82, 1.28, -5.63], [-5.93, 4.52, -1.47], [-0.95, -2.65, 4.24], [-1.97, 5.61, -2.68], [-2.20, 1.79, -5.11], [-3.00, 0.45, -7.62], [-0.44, -2.02, -6.71], [-2.12, -0.67, -3.09], [4.12, -0.76, 2.92]]}


{"formula": "CH4Na7O5", "method": "wB97M-V/def2-TZVPD", "multiplicity": 1, "total_charge": 5, "e_lumo_ev": -19.9, "relative_energy_kcal_mol": 174.8, "e_tot_ev": -42197.61392, "species": ["Na", "Na", "Na", "Na", "Na", "Na", "Na", "O", "O", "O", "O", "O", "C", "H", "H", "H", "H"], "positions_angstrom": [[3.95, -16.97, -13.16], [0.11, -14.92, -10.20], [4.18, -16.86, -9.80], [1.27, -15.38, -14.33], [-0.47, -13.44, -12.81], [0.51, -17.71, -11.61], [3.66, -13.06, -14.16], [3.85, -14.73, -11.66], [1.82, -14.24, -12.27], [3.81, -11.91, -11.91], [6.31, -13.95, -12.10], [2.28, -15.95, -11.11], [2.64, -14.90, -11.60], [2.99, -11.49, -11.64], [5.47, -14.23, -11.74], [6.29, -14.26, -13.01], [3.75, -12.80, -11.57]]}


{"formula": "C4H16NO2", "method": "wB97M-V/def2-TZVPD", "multiplicity": 1, "total_charge": 1, "e_lumo_ev": -3.0, "relative_energy_kcal_mol": 13.9, "e_tot_ev": -9986.77764, "species": ["O", "O", "N", "C", "C", "C", "C", "H", "H", "H", "H", "H", "H", "H", "H", "H", "H", "H", "H", "H", "H", "H", "H"], "positions_angstrom": [[1.42, -0.16, 2.28], [-0.39, -3.38, 3.04], [-0.11, -0.45, -0.02], [-0.90, 2.48, -0.20], [-0.37, 0.29, -1.38], [-0.02, 1.75, -1.20], [0.40, -0.45, -2.45], [1.26, -0.61, 3.12], [-0.06, -1.45, -0.22], [-1.22, 1.83, 0.61], [-0.12, 2.17, -2.19], [0.13, -1.50, -2.40], [-0.91, -0.29, 0.59], [-0.36, -4.10, 2.40], [0.14, -0.15, -3.46], [-0.44, 3.35, 0.28], [-1.82, 2.81, -0.67], [1.05, 1.82, -0.98], [0.80, -0.18, 0.34], [2.18, 0.39, 2.52], [-0.71, -3.86, 3.82], [-1.44, 0.11, -1.51], [1.48, -0.43, -2.35]]}


{"formula": "C4H2ClF", "method": "wB97M-V/def2-TZVPD", "multiplicity": 1, "smiles": "C#C/C(Cl)=C/F", "total_charge": 0, "e_lumo_ev": 0.7, "relative_energy_kcal_mol": 10.8, "e_tot_ev": -19417.03962, "species": ["Cl", "F", "C", "C", "C", "C", "H", "H"], "positions_angstrom": [[0.72, -0.58, 1.28], [0.16, 2.16, 0.40], [-0.56, -0.89, -1.21], [-0.05, 1.20, -0.46], [0.00, -0.12, -0.18], [-1.27, -1.65, -1.79], [-1.96, -2.40, -2.13], [-0.40, 1.61, -1.40]]}